No. 1
{"formula": "C13H12BNO5S", "method": "ωB97M-V/def2-TZVPD", "lumo_energy_ev": 0.4, "multiplicity": 1, "smiles": "O=C(Cc1cccs1)Nc1cc(B(O)O)cc(C(=O)O)c1", "gap_ev": 9.1, "species": ["O", "O", "O", "O", "O", "S", "B", "C", "C", "C", "C", "C", "C", "C", "C", "C", "C", "C", "C", "N", "C", "H", "H", "H", "H", "H", "H", "H", "H", "H", "H", "H", "H"], "xyz": [[-2.118, -5.066, -0.905], [1.834, 1.042, -0.238], [1.510, -1.172, -4.001], [-0.786, -1.007, -4.677], [-1.556, -4.575, 1.266], [0.022, 3.678, 0.440], [0.156, -1.246, -3.700], [-1.643, -4.319, -0.068], [1.354, 0.914, 0.861], [-0.814, 4.973, 1.208], [-0.589, 4.919, 2.528], [0.321, 3.877, 2.948], [0.712, 3.082, 1.931], [-0.814, -2.780, -1.824], [0.256, -0.712, -1.262], [-0.571, -2.193, 0.464], [-0.202, -1.611, -2.210], [-1.047, -3.053, -0.506], [0.080, -1.008, 0.112], [0.468, -0.126, 1.140], [1.631, 1.880, 1.979], [2.326, -1.387, -3.508], [-0.327, -0.841, -5.519], [-1.862, -5.526, 1.390], [-1.399, 5.686, 0.690], [-1.134, 5.534, 3.234], [0.656, 3.727, 3.968], [-1.066, -3.544, -2.543], [0.846, 0.123, -1.573], [-0.646, -2.472, 1.511], [0.165, -0.442, 2.062], [1.575, 1.441, 2.968], [2.661, 2.203, 1.835]], "atomic_forces_ev_per_a": [[0.121, -0.086, 1.502], [0.679, 0.786, 0.193], [0.076, 0.276, -1.053], [1.094, -0.102, 0.229], [-0.623, -1.681, -0.530], [0.297, -0.199, -0.313], [0.956, -0.494, 0.420], [-0.337, -0.898, -1.521], [-0.825, -1.050, 0.974], [0.868, -1.204, 0.113], [0.152, -0.098, 1.517], [-0.637, 0.395, 0.195], [-0.233, 0.243, -0.908], [-0.532, -0.684, -0.975], [-0.192, -0.758, 0.938], [0.461, 0.891, 0.377], [0.040, 0.456, -0.640], [0.664, 0.355, 1.720], [-0.428, -0.041, -0.750], [0.395, -0.131, -0.461], [0.126, 0.728, -0.024], [-1.492, 0.110, 0.120], [-0.288, -0.014, 0.244], [0.357, 1.625, -0.259], [-0.501, 0.300, -0.544], [0.326, 0.212, -0.006], [-0.182, 0.034, -0.018], [-0.278, 0.061, -0.170], [-0.296, 0.191, -0.063], [-0.155, 0.132, -0.087], [0.459, 0.838, -0.318], [-0.171, -0.260, 0.135], [0.098, 0.069, -0.037]]}


No. 2
{"formula": "C13H12Br2N4O4", "method": "ωB97M-V/def2-TZVPD", "lumo_energy_ev": 0.5, "multiplicity": 1, "smiles": "CN(CC(=O)O)C(=O)c1cc(NC(=O)c2cc(Br)c(Br)[nH]2)c[nH]1", "gap_ev": 8.9, "species": ["O", "O", "O", "Br", "Br", "O", "C", "C", "C", "C", "C", "C", "C", "C", "C", "C", "C", "N", "N", "N", "N", "C", "C", "H", "H", "H", "H", "H", "H", "H", "H", "H", "H", "H", "H"], "xyz": [[1.266, 1.952, 0.309], [-1.767, -3.624, -1.200], [-4.015, -2.631, -4.665], [3.480, 4.329, 5.705], [3.040, 6.664, 2.774], [-3.582, -1.056, -3.141], [1.325, 1.679, 1.523], [-1.156, -2.584, -1.344], [-3.269, -2.152, -3.850], [0.009, -0.763, 0.087], [2.181, 2.689, 3.678], [2.681, 4.003, 4.016], [0.056, -1.829, 2.104], [2.537, 4.834, 2.955], [-0.547, -2.017, -0.127], [1.785, 2.744, 2.398], [0.415, -0.649, 1.488], [1.004, 0.462, 2.095], [-0.568, -2.632, 1.124], [1.973, 4.040, 1.984], [-1.015, -2.108, -2.667], [-0.289, -0.858, -2.978], [-1.854, -2.730, -3.757], [-4.500, -0.829, -3.303], [0.133, -0.018, -0.659], [2.187, 1.818, 4.297], [0.148, -2.056, 3.169], [1.111, 0.439, 3.095], [-0.962, -3.555, 1.285], [1.692, 4.389, 1.075], [0.752, -0.885, -2.587], [-0.243, -0.719, -4.070], [-0.763, 0.012, -2.510], [-1.340, -2.550, -4.711], [-1.904, -3.810, -3.595]], "atomic_forces_ev_per_a": [[-0.288, -0.942, 1.420], [-0.807, -0.858, 0.393], [-0.285, 0.005, 0.282], [-0.221, 0.203, -0.508], [-0.455, -1.236, -0.076], [1.145, -0.349, 0.604], [-0.482, -0.028, -2.553], [-0.029, -0.901, -1.586], [-0.074, -0.398, -1.302], [0.520, -0.353, 1.090], [0.923, 1.205, 1.171], [0.216, -1.371, 1.768], [-0.663, 0.020, -1.229], [-0.201, -0.423, -0.301], [0.763, 2.073, 1.387], [-0.002, 0.744, 0.379], [-0.842, -0.646, -2.046], [0.432, 1.270, 0.134], [0.409, -0.064, 0.267], [-0.172, 0.946, -1.633], [0.210, 0.498, 0.560], [0.286, -0.263, 0.227], [0.979, 1.114, 2.020], [-0.396, -0.074, -0.287], [0.188, 0.394, -0.037], [0.161, -0.129, 0.411], [-0.201, -0.390, -0.661], [-0.108, -0.145, 0.001], [0.207, 0.418, -0.150], [0.129, -0.302, 0.105], [-0.615, -0.197, -0.337], [-0.098, -0.073, 0.529], [-0.129, -0.070, -0.348], [-0.277, 0.037, 0.281], [-0.224, 0.289, 0.023]]}


No. 3
{"formula": "C13H12ClFeN3S2", "method": "ωB97M-V/def2-TZVPD", "lumo_energy_ev": [5.3, 5.2], "multiplicity": 5, "charge": -2, "gap_ev": [6.0, 6.2], "s2": 6.015, "species": ["Fe", "S", "C", "C", "N", "C", "S", "C", "N", "C", "N", "C", "C", "C", "C", "C", "C", "C", "C", "H", "H", "H", "H", "H", "H", "H", "H", "H", "H", "H", "H", "Cl"], "xyz": [[0.921, -0.628, -1.243], [3.404, -0.076, -0.919], [3.331, 1.656, -0.922], [4.556, 2.323, -0.642], [5.564, 2.839, -0.416], [2.210, 2.404, -1.180], [0.637, 1.748, -1.555], [2.279, 3.821, -1.185], [2.300, 4.976, -1.200], [-2.151, -1.861, -1.145], [-1.624, -0.510, -1.106], [-2.181, 0.296, -2.171], [-1.820, 0.094, 0.206], [-0.922, -0.532, 1.251], [-1.369, -0.637, 2.564], [-0.510, -1.082, 3.562], [0.792, -1.425, 3.224], [1.207, -1.348, 1.897], [0.373, -0.915, 0.860], [-3.256, -1.866, -1.092], [-1.752, -2.424, -0.302], [-1.831, -2.352, -2.064], [-3.281, 0.390, -2.092], [-1.937, -0.169, -3.128], [-1.739, 1.292, -2.148], [-2.883, 0.046, 0.513], [-1.547, 1.150, 0.111], [-2.391, -0.364, 2.819], [-0.854, -1.145, 4.589], [1.484, -1.749, 3.996], [2.228, -1.634, 1.656], [0.762, -2.319, -2.738]], "atomic_forces_ev_per_a": [[0.132, 0.577, 1.243], [-0.185, -0.061, -0.078], [-0.616, -0.220, -0.152], [0.483, 0.339, 0.086], [-0.073, -0.039, -0.011], [0.076, -0.525, -0.011], [0.249, 0.139, -0.145], [0.150, 0.566, 0.042], [-0.001, -0.083, 0.000], [-0.044, -0.057, -0.036], [-0.141, -0.139, 0.075], [-0.010, 0.017, -0.037], [0.039, 0.033, -0.039], [0.032, -0.009, -0.023], [-0.026, 0.014, 0.052], [-0.056, 0.024, 0.037], [0.031, -0.023, 0.028], [-0.031, -0.122, -0.089], [0.073, 0.089, -0.347], [-0.003, 0.031, 0.058], [0.007, -0.024, -0.024], [-0.020, 0.024, 0.024], [0.002, -0.036, 0.012], [-0.015, 0.021, -0.017], [-0.106, -0.056, -0.037], [-0.004, -0.027, -0.020], [-0.026, -0.022, 0.010], [0.009, 0.035, -0.024], [0.018, -0.020, -0.004], [-0.008, -0.026, -0.005], [0.026, 0.058, 0.030], [0.039, -0.477, -0.595]]}


DFT total energy per entry: -1356.7179 -6170.6283 -3187.2276 Eh